Below is C34H54N2O2ReS4Sb as an isolated structure, with properties calculated with ωB97M-V/def2-TZVPD.

Structure (ORCA input):
```
! RIJCOSX wB97M-V def2-TZVPD def2/J DEFGRID3
* xyz -1 2
Re 0.64966 1.79987 -0.29072
C -2.47758 4.44475 0.45569
N -2.71961 3.05734 0.80534
C -3.94182 2.92184 1.56360
C -2.68535 2.19721 -0.35797
C -2.43910 0.73673 -0.02628
N -1.03627 0.38540 0.37479
C -0.98278 0.34174 1.85100
C 0.33694 -0.03502 2.48771
C 0.26010 -0.45351 3.81601
C 1.38951 -0.74166 4.55545
C 2.62660 -0.61799 3.91760
C 2.77075 -0.22919 2.59805
C 1.58923 0.07559 1.88497
O 1.70676 0.47284 0.59634
C 4.15345 -0.08402 1.95694
C 5.26552 -0.39657 2.96133
C 4.31371 -1.06835 0.78640
C 4.36244 1.35871 1.47658
C 1.34406 -1.16196 6.02260
C -0.08733 -1.28889 6.54246
C 2.07354 -0.10990 6.86937
C 2.03587 -2.52100 6.19428
C -0.72589 -0.98024 -0.15510
C -0.91736 -1.09643 -1.63882
C -1.65759 -2.15899 -2.14663
C -1.88580 -2.29621 -3.50398
C -1.36486 -1.30890 -4.34275
C -0.63480 -0.22085 -3.89272
C -0.39113 -0.12916 -2.49939
O 0.35934 0.87295 -2.03977
C -0.12044 0.84275 -4.86398
C -0.75606 2.20204 -4.53307
C -0.49580 0.50444 -6.30878
C 1.41181 0.94411 -4.80235
C -2.67782 -3.45349 -4.10743
C -3.90050 -2.90732 -4.85784
C -1.78568 -4.22571 -5.08930
C -3.17112 -4.43240 -3.04184
H -3.28826 4.86165 -0.16718
H -1.53491 4.54258 -0.08253
H -2.38349 5.04790 1.35839
H -4.83231 3.21681 0.97868
H -3.88980 3.55868 2.44640
H -4.08805 1.89594 1.90459
H -1.90092 2.55072 -1.03657
H -3.63128 2.25026 -0.93494
H -2.69690 0.14315 -0.90008
H -3.11092 0.41802 0.77733
H -1.73954 -0.37897 2.19582
H -1.28361 1.33500 2.19650
H -0.72346 -0.52863 4.26188
H 3.51676 -0.83454 4.48954
H 5.20309 -1.41947 3.33943
H 5.25394 0.29111 3.80864
H 6.22875 -0.28359 2.46159
H 4.17685 -2.09785 1.12783
H 5.32176 -0.98056 0.37487
H 3.60373 -0.86847 -0.00945
H 4.25134 2.07061 2.29515
H 3.66130 1.64996 0.69916
H 5.37097 1.46739 1.07263
H -0.61774 -0.33706 6.49666
H -0.07000 -1.60956 7.58581
H -0.65676 -2.02674 5.97489
H 1.60737 0.86950 6.75428
H 3.11820 -0.01710 6.57235
H 2.04521 -0.38536 7.92639
H 1.54770 -3.28360 5.58506
H 1.99501 -2.83700 7.23943
H 3.08391 -2.47797 5.89927
H -1.38763 -1.69775 0.34799
H 0.29861 -1.21841 0.12640
H -2.05724 -2.87719 -1.44146
H -1.55176 -1.39686 -5.40371
H -1.84575 2.13816 -4.59475
H -0.42073 2.95093 -5.25394
H -0.47644 2.54763 -3.54253
H -1.57747 0.46336 -6.45291
H -0.06606 -0.44607 -6.63107
H -0.10479 1.28403 -6.96412
H 1.75565 1.25972 -3.82274
H 1.75720 1.67233 -5.53973
H 1.86695 -0.02025 -5.04177
H -3.60689 -2.23310 -5.66203
H -4.55417 -2.35482 -4.18089
H -4.47363 -3.72698 -5.29766
H -1.44004 -3.58625 -5.90112
H -2.33778 -5.05994 -5.52866
H -0.90655 -4.62408 -4.58069
H -3.83770 -3.94672 -2.32763
H -2.34160 -4.87572 -2.48927
H -3.72638 -5.24231 -3.51852
S 0.32215 6.85545 0.07991
Sb 1.65825 5.08081 0.44404
S 0.40896 3.23148 1.46089
S 1.57198 3.49276 -1.44817
S 3.74034 5.28643 1.25455
*
```

Computed properties:
Orbital gap (spin up / spin down) in eV: 6.4 / 6.6
Energy relative to the best compared isomer or geometry (same formula, charge and spin) in kJ/mol: 0.0